No. 1
The following is a quantum chemistry calculation of a structure of composition C3H7NO at a distorted geometry, from the Open Molecules 2025 dataset.

Each line ends with the Mulliken charge.
CARTESIAN COORDINATES (ANGSTROEM)
C 0.614 0.541 -1.257  -1.009
H -0.871 -1.652 1.445  0.467
H -0.178 0.185 -1.645  0.457
H -1.503 -1.276 -0.079  0.283
H 0.842 1.447 -1.744  0.386
N 0.095 0.961 -0.011  -0.189
H 1.899 0.082 -1.011  0.226
C -0.719 -1.253 0.647  -1.216
H 0.204 -1.848 0.221  0.285
O -0.622 0.714 2.103  -0.631
H 0.572 1.874 0.319  0.275
C -0.332 0.222 1.011  0.665

Output
calculated total energy = -248.39993 Eh
relative energy (zero: lowest compared OMol25 entry of this formula, charge and spin) = 3.444 eV
total charge = 0
spin multiplicity = 1
Kohn-Sham gap = 10.30 eV
HOMO energy = -9.5593 eV

=====

No. 2
The following is a quantum chemistry calculation of a structure of composition C40H51IN7O7S3Ti at a distorted geometry, from the Open Molecules 2025 dataset.

Each line ends with the Mulliken spin population.
CARTESIAN COORDINATES (ANGSTROEM)
H 1.454 2.861 0.053  -0.002
H -0.167 3.230 -3.747  0.000
S -1.073 2.029 -1.867  0.004
H 5.435 -0.297 -2.455  -0.017
H -0.007 5.056 -2.585  0.000
C -1.342 4.687 4.502  0.000
H 4.049 -0.016 1.636  0.002
H -1.215 1.409 1.492  0.003
C 3.380 -2.455 0.434  0.024
H 3.209 2.373 -3.482  0.006
N 2.533 1.220 0.833  -0.007
C 1.533 1.526 4.445  0.000
H -2.109 -3.339 -1.040  0.000
H 4.478 0.807 0.118  -0.013
C 2.666 -3.196 -1.714  0.006
H -5.742 0.120 0.754  0.000
C -0.948 4.172 3.276  0.000
H 3.752 -3.466 0.643  0.002
C -0.394 -4.857 0.779  -0.001
N 2.721 1.565 -3.127  0.049
C 0.704 -4.394 0.062  0.001
C 2.050 1.854 3.201  -0.001
H 0.053 2.469 1.448  0.002
C 3.504 0.633 -2.499  0.173
N 2.241 -2.510 -0.498  -0.021
C -1.752 -7.122 -3.747  0.000
H 0.511 0.025 5.574  0.000
H -2.918 1.993 5.779  0.000
H 1.815 -3.401 -2.354  -0.002
C 1.849 1.029 2.109  0.020
H 1.247 -5.078 -0.580  0.000
H 2.847 3.325 1.056  0.006
H -0.163 -5.385 -5.092  0.000
H 3.109 2.670 -0.554  -0.024
H 4.173 -1.854 -0.010  0.000
C -1.267 2.858 2.931  0.000
N 0.952 -0.897 1.072  0.010
C -1.428 -5.699 -3.389  0.000
C 0.873 0.319 4.598  0.000
C -3.378 -1.021 -1.380  0.004
H -2.012 4.197 -1.510  0.000
H -1.109 3.568 -0.132  -0.001
N -0.936 -0.880 -1.009  0.020
H 0.311 -3.009 -4.542  0.000
C 4.805 0.433 -2.939  0.201
H -2.611 -5.686 -1.604  0.000
H 0.345 5.326 -0.879  0.000
C -0.961 2.497 -3.628  0.002
N -2.392 -0.101 0.590  0.008
H -2.481 -7.154 -4.560  0.000
H 5.158 0.896 -3.845  0.005
O -1.368 -0.627 -3.508  -0.003
C -0.595 -4.933 -4.207  0.000
C -0.330 -3.611 -3.909  0.000
H -1.983 -4.324 2.110  0.000
O -1.532 5.430 7.397  0.000
S -0.600 -1.308 -2.488  -0.012
C -1.699 -3.784 -1.937  0.001
H -3.069 2.212 -3.963  0.000
N -0.929 2.370 1.648  0.000
H -2.288 3.269 -5.139  0.000
H -1.310 -1.973 2.288  0.000
H 1.839 1.747 -2.664  -0.026
H -2.644 3.874 -3.521  0.000
C -1.967 -5.105 -2.253  0.000
C -1.971 2.070 3.836  0.000
C -3.620 0.159 1.037  -0.002
H -3.249 -1.481 -2.346  0.000
H -0.693 -5.894 0.697  0.000
C -0.710 -2.653 1.701  0.005
O -2.934 3.457 7.788  0.000
C -4.637 -0.726 -0.906  -0.001
H -5.509 -0.973 -1.498  0.000
C 2.472 2.601 0.326  0.015
H 2.615 2.773 3.096  0.000
C 0.666 -0.519 3.514  0.000
H -2.177 -7.654 -2.898  0.000
C -0.884 -3.038 -2.769  -0.001
C 1.100 -0.159 2.230  0.011
O -3.822 5.361 6.534  0.000
C -1.071 3.739 -1.208  0.002
H 1.660 2.197 5.283  0.000
C -2.378 2.591 5.057  0.000
C 1.101 -3.076 0.175  0.004
H 3.068 -1.999 1.369  -0.003
O 0.326 1.521 -1.503  0.026
O 0.851 -1.082 -2.597  0.004
S -2.642 4.605 6.939  0.000
C -2.323 2.998 -4.084  0.000
C -2.057 3.895 5.384  0.000
I 5.932 2.894 -1.788  0.459
H 3.354 -2.538 -2.246  0.010
H 0.187 -1.474 3.665  0.001
C -1.105 -3.979 1.578  0.001
O 3.004 -0.029 -1.500  0.117
C -2.247 -0.676 -0.606  0.005
H 4.434 1.709 1.642  0.004
H -0.861 -7.653 -4.082  0.000
C 0.418 -2.180 1.031  0.016
H -1.096 5.697 4.805  0.000
C -4.775 -0.125 0.339  0.002
C 0.141 4.559 -1.625  -0.001
H -2.169 1.035 3.579  0.000
H 3.183 -4.137 -1.489  0.001
Ti 1.327 -0.234 -0.733  0.878
H 1.027 3.928 -1.699  0.001
H -0.707 1.578 -4.143  0.000
C 3.959 0.907 1.069  0.032
H -0.395 4.787 2.572  0.000
H -3.674 0.650 2.003  0.000

Output
calculated total energy = -4806.73204 Eh
relative energy (zero: lowest compared OMol25 entry of this formula, charge and spin) = 0.380 eV
total charge = -1
spin multiplicity = 3
Kohn-Sham gap (spin up / spin down) = 6.56 / 5.19 eV
HOMO energy (spin up / spin down) = -5.0362 / -5.0405 eV

=====

No. 3
The following is a quantum chemistry calculation of a cluster of 5 separate species, C32H42BF32O7PS in total, from the Open Molecules 2025 dataset.

Each line ends with the Mulliken charge.
CARTESIAN COORDINATES (ANGSTROEM)
H 3.372 -3.110 2.297  -0.002
C -3.450 -6.485 4.279  0.193
F -6.174 -0.983 -1.572  -0.348
F -0.481 -2.237 4.767  -0.226
C -6.860 3.327 -0.246  0.765
F -6.843 2.772 0.977  -0.289
H -0.326 1.546 -1.567  -0.195
F -3.475 -5.139 4.281  -0.213
C -7.157 1.024 -0.974  -0.801
H 2.698 -1.581 1.715  0.241
F -3.948 -0.713 -0.095  -0.202
O 1.152 2.742 -3.847  -0.648
P 2.109 3.009 2.346  0.190
F 0.701 2.669 -11.248  -0.331
F -2.269 3.158 -9.470  -0.213
C -0.436 2.759 0.813  -0.883
H -2.067 1.421 -1.465  0.459
C -1.452 2.989 -10.527  0.070
H -0.030 -2.754 -2.285  0.400
H 2.068 1.334 -0.679  0.129
H -7.769 0.632 -1.785  0.392
H -1.458 -0.704 -2.259  0.498
F -1.947 3.777 -5.553  -0.272
F 3.313 -2.210 7.235  -0.261
C 0.679 3.910 -9.300  -0.747
H 4.934 -2.958 4.468  0.285
H 0.497 -5.919 2.592  0.434
C -1.102 1.406 0.456  -0.209
H 0.493 -6.105 4.343  0.396
F 5.813 1.810 7.006  -0.309
H 2.157 -3.852 -2.047  0.404
F -1.859 1.895 -11.208  -0.267
H 0.989 -0.365 -2.028  0.072
C 4.424 -2.475 6.525  0.958
H 6.026 -2.009 7.787  0.404
H 4.394 -2.010 1.343  0.490
F -1.332 -3.853 2.812  -0.271
S 2.345 4.958 2.238  -0.403
H 3.581 1.948 -3.938  0.334
C -1.136 1.044 -1.036  0.041
H 3.368 1.747 7.605  0.222
F -1.438 -6.748 5.527  -0.293
H 4.125 -2.491 -1.261  0.418
C 3.579 1.342 6.615  0.157
F -2.080 -8.346 4.201  -0.311
C -0.091 -5.753 3.493  -0.946
C -0.275 -4.232 3.553  0.894
H -0.746 3.036 1.826  0.474
F 3.425 2.306 5.683  -0.221
C 3.111 -2.345 -0.866  -0.225
C 1.909 2.764 -2.921  0.663
F 5.394 0.537 5.299  -0.273
C -5.085 -0.057 0.222  0.064
H 2.310 -2.282 -2.827  0.440
H 3.924 2.239 -2.218  0.358
C 0.637 -2.418 -1.484  -0.580
C 2.069 -2.776 -1.877  -1.144
H -5.689 -0.677 0.890  0.245
H -7.666 0.804 -0.036  0.356
F -1.166 5.011 -7.792  -0.300
C 3.377 -2.407 1.467  -0.491
F -4.517 3.336 -0.623  -0.148
O 5.185 -0.256 7.393  -0.392
C 5.564 -1.531 6.925  -0.821
H 3.318 2.288 2.360  0.039
H -1.521 3.860 -11.183  0.289
C 0.433 -0.923 -1.259  0.930
O 1.417 3.028 -1.689  -0.267
F 4.847 -3.734 6.857  -0.342
H 1.431 2.540 3.484  0.089
F 3.721 -1.371 4.540  -0.186
F -5.011 0.843 -1.955  -0.215
H -0.214 2.769 -5.556  0.064
H 0.358 -2.965 -0.579  0.160
H -0.824 3.541 0.151  0.232
F 3.031 -3.412 4.883  -0.212
C 3.400 2.609 -3.094  -1.110
F 0.330 5.152 -6.224  -0.290
F -1.393 -4.026 5.639  -0.247
H 3.002 -1.275 -0.638  0.086
F -5.385 4.976 0.540  -0.262
C -0.933 3.209 -6.245  0.570
O -7.082 2.411 -1.228  -0.397
F -4.743 1.082 0.858  -0.217
C 2.013 2.424 -0.528  -0.327
H 0.585 -3.760 5.491  0.157
C -5.585 4.148 -0.508  0.149
H -0.640 0.595 1.035  0.173
C -2.002 -6.997 4.335  0.842
C 5.020 0.810 6.560  0.793
H 0.291 4.878 -9.617  0.306
H -3.940 -6.860 3.379  0.240
F 0.855 -3.713 2.983  -0.258
F 0.110 1.611 -9.414  -0.266
B 1.120 2.693 0.739  -0.282
C -0.335 -3.571 4.935  0.213
H -5.702 4.732 -1.422  0.252
C -5.839 0.249 -1.077  0.957
H 1.723 3.854 -9.605  0.387
F -7.885 4.213 -0.270  -0.311
H -2.135 1.460 0.808  0.170
F 2.707 0.351 6.339  -0.176
F -4.108 -6.929 5.372  -0.259
H 3.799 3.595 -3.342  0.331
O 0.714 3.785 -7.896  -0.344
C -1.018 -0.461 -1.288  -1.416
H 6.313 -1.472 6.134  0.353
O 2.944 -3.095 0.322  -0.372
C -0.262 4.299 -7.093  0.762
H 3.034 2.787 -0.375  0.637
O -1.261 -6.521 3.299  -0.399
F -1.451 2.254 -7.050  -0.244
H 0.874 -0.642 -0.293  -0.230
C -0.003 2.776 -10.075  0.917
H -1.595 -0.991 -0.523  0.267
C 4.082 -2.573 5.034  0.057

Output
SMILES = COCCCCCCCCB(COC(C)=O)[PH2]=S.FC(F)C(F)(F)COC(F)(F)C(F)F.FC(F)C(F)(F)COC(F)(F)C(F)F.FC(F)C(F)(F)COC(F)(F)C(F)F.FC(F)C(F)(F)COC(F)(F)C(F)F
calculated total energy = -5731.33968 Eh
total charge = 0
spin multiplicity = 1
Kohn-Sham gap = 8.47 eV
HOMO energy = -8.5740 eV

=====

Q: Which value of total charge does entry 2 give?
A: -1

=====

Q: Look up the total charge of the first one.
A: 0

=====

Q: Look up the calculated total energy of the second one.
A: -4806.73204 Eh